Entry 1:
Formula: C7H6BrNO
Source: the Open Molecules 2025 dataset
Level of theory: wB97M-V/def2-TZVPD

Properties
molar mass: 200.0 g/mol
net charge: 0
largest force on an atom: 6.28 eV/Å
HOMO level: -8.159 eV

Last column: Löwdin charge in e.
Element x y z (Å)
C1 -1.90119 1.08864 -1.04785  0.00
C2 -1.43277 2.30931 -1.58234  -0.09
C3 -0.78897 0.54141 -0.35335  -0.36
C4 0.21617 1.37525 -0.56807  -0.10
C5 1.57972 0.15663 0.14062  -0.52
C6 0.78279 -0.82233 0.62775  -0.41
C7 1.13622 -2.07711 1.40428  -0.05
N1 -0.56209 -0.55933 0.37947  0.06
O1 -0.09081 2.42571 -1.30547  0.03
Br1 3.41202 0.55135 0.29829  0.68
H1 -2.96612 0.59781 -1.02354  0.14
H2 -1.88023 3.04939 -2.29439  0.13
H3 1.94834 -1.92178 2.18507  0.09
H4 0.33832 -2.45129 2.07873  0.07
H5 1.48615 -2.89305 0.66211  0.11
H6 -1.27756 -1.37061 0.39871  0.20

---

Entry 2:
Formula: C7H6Cl28O2SSi2
Source: the Open Molecules 2025 dataset
Level of theory: wB97M-V/def2-TZVPD

Properties
molar mass: 1203.0 g/mol
net charge: 0
largest force on an atom: 0.59 eV/Å
HOMO level: -9.875 eV

Last column: Löwdin charge in e.
Element x y z (Å)
O1 -3.60889 -0.48716 -2.22425  -0.23
Si1 -3.35480 0.82683 -3.17850  0.37
O2 -4.52797 1.97929 -2.98085  -0.46
Si2 -6.17019 1.81755 -3.02884  0.17
S1 -6.87969 0.07459 -4.02216  0.41
H1 -3.86825 -0.27006 -1.32235  -0.05
H2 -3.31338 0.38198 -4.58151  -0.01
H3 -2.08184 1.47966 -2.81506  -0.02
H4 -6.70624 3.01096 -3.70267  -0.05
H5 -6.67359 1.73615 -1.64540  -0.05
H6 -6.14717 0.20914 -5.13944  -0.19
C1 -3.95320 -0.91880 1.94888  -2.03
Cl1 -4.98203 -1.24444 3.33910  0.52
Cl2 -4.80471 0.17705 0.83705  0.56
Cl3 -2.45075 -0.15980 2.46238  0.52
Cl4 -3.59125 -2.42399 1.10134  0.55
C2 1.84845 -0.57356 1.43603  -2.04
Cl5 0.39117 -1.43136 0.93809  0.51
Cl6 2.60344 0.17420 0.03010  0.52
Cl7 1.40075 0.68019 2.61248  0.50
Cl8 2.98088 -1.69401 2.18579  0.51
C3 4.95595 3.92607 0.83674  -2.04
Cl9 3.74402 2.97532 1.68708  0.50
Cl10 4.55886 5.64124 0.94631  0.54
Cl11 6.55879 3.65221 1.52849  0.51
Cl12 4.96613 3.43188 -0.86553  0.49
C4 7.48064 -1.23656 2.00045  -2.05
Cl13 7.05970 -1.86097 3.60104  0.52
Cl14 6.89079 0.42104 1.83176  0.49
Cl15 9.23819 -1.24892 1.82538  0.53
Cl16 6.75593 -2.25790 0.75670  0.50
C5 4.24042 -4.99705 -1.14400  -2.06
Cl17 3.18192 -6.39855 -1.31761  0.53
Cl18 5.59202 -5.40443 -0.08075  0.51
Cl19 4.86519 -4.52758 -2.72779  0.53
Cl20 3.33427 -3.65156 -0.44972  0.49
C6 2.48363 5.04165 -4.71017  -2.06
Cl21 1.53221 3.66185 -5.26559  0.52
Cl22 3.52713 4.53657 -3.37519  0.48
Cl23 3.47438 5.64875 -6.04002  0.52
Cl24 1.40094 6.31839 -4.15055  0.52
C7 -6.33156 -3.41452 6.68917  -2.06
Cl25 -7.30403 -3.75941 8.11975  0.53
Cl26 -7.22960 -2.33520 5.61367  0.50
Cl27 -4.82321 -2.63310 7.17025  0.52
Cl28 -5.97130 -4.91809 5.83879  0.53

---

Entry 3:
Formula: C7H6Cl3N4
Source: the Open Molecules 2025 dataset
Level of theory: wB97M-V/def2-TZVPD

Properties
molar mass: 252.5 g/mol
net charge: +1
largest force on an atom: 2.85 eV/Å
HOMO level (alpha / beta): -13.237 / -12.872 eV

Last column: Löwdin charge in e.
Element x y z (Å)
C1 0.81570 1.17892 3.72340  -0.01
C2 -0.45863 1.17619 3.15950  -0.04
C3 1.92129 0.77953 2.97947  -0.04
C4 -0.63933 0.78961 1.85375  0.02
C5 1.76450 0.37598 1.67083  0.03
C6 0.48041 0.38193 1.09293  -0.24
C7 -0.52025 -0.32407 -2.33037  -0.87
N1 0.36266 0.00901 -0.18918  0.18
N2 -0.30166 -1.45770 -2.70067  0.21
N3 -0.56692 -0.02808 -0.94464  0.12
N4 -1.16230 -2.04856 -4.63894  -0.93
Cl1 -0.89350 1.17382 -3.15934  0.70
Cl2 -2.09380 -3.44802 -4.28498  0.62
Cl3 -1.96598 -0.85913 -5.57370  0.60
H1 0.93888 1.49667 4.74851  0.12
H2 -1.31081 1.48059 3.74849  0.12
H3 2.90280 0.78733 3.42763  0.12
H4 -1.61787 0.78037 1.39591  0.12
H5 2.61040 0.06804 1.07487  0.13
H6 -0.26559 -2.31241 -5.05347  0.05

---

What is the largest force on an atom in the third record?
2.85 eV/Å